DFT (the ωB97M-V functional and the def2-TZVPD basis) results for a cluster of 2 separate species, CH4FNP2 in total.

Output
Orbital gap (spin up / spin down): 7.741 / 7.503 eV
LUMO energy (spin up / spin down): -1.23 / -1.11 eV
Energy above the lowest of the compared OMol25 structures with the same formula, charge and spin: 377.9 kJ/mol
HOMO level (spin up / spin down): -8.98 / -8.61 eV

```
9
Properties=species:S:1:pos:R:3:forces:R:3:lowdin_charge:R:1
C 1.55443 -0.29067 -0.01891 -1.44 1.38 -0.44 -0.458
N 1.64347 -1.45685 -0.36832 -0.38 -0.75 -0.24 0.137
F 2.55058 0.40384 0.41238 1.03 0.70 0.52 0.055
P -1.45578 -0.17148 0.31710 1.22 -1.71 0.72 0.357
P -0.49724 1.66539 -0.11893 2.07 -0.45 0.27 0.466
H 0.80399 -1.91703 -0.71576 0.05 0.22 0.14 0.041
H -1.43406 0.07051 1.71480 0.12 -0.23 0.00 -0.145
H -2.67945 0.31290 0.25652 -2.66 0.82 -0.27 -0.229
H -0.48593 1.38338 -1.47888 -0.01 0.02 -0.71 -0.224
```
Forces are in eV/Å.